DFT (ωB97M-V/def2-TZVPD) results for a 8-piece molecular cluster, C31H41BBr2F4N11O5 overall at a distorted geometry.

Last column: Löwdin charge in e.
Element x y z (Å)
C  1.0145  4.0956  4.8083  -0.248
C  -5.8035  3.9294  -3.6742  -0.229
H  3.8509  -3.4959  1.7448  0.107
O  -1.6868  1.8763  -3.2057  0.152
C  -0.5277  0.2090  -0.8779  -0.309
C  -3.4275  3.2249  4.1144  -0.054
C  3.8614  0.8204  6.8627  -0.246
H  -2.6955  0.0306  -1.7172  0.106
C  -4.5188  3.4879  -3.0364  -0.077
B  2.8544  -1.0886  0.7654  -0.436
C  -10.2173  7.7377  -5.2252  -0.256
N  3.8857  -1.9742  0.1141  -0.114
C  -8.9880  6.8828  -5.3329  -0.090
N  2.5855  -1.1098  -2.6128  0.138
H  3.2541  3.9819  -0.0479  0.090
H  1.9278  4.8721  6.5750  0.084
C  -0.3273  -6.2224  -3.3185  -0.067
C  -0.8324  -1.1343  2.6317  -0.615
H  -2.4352  -0.5239  0.0116  0.105
C  3.7843  3.3140  -0.8304  0.025
N  -11.1881  8.4128  -5.1400  0.101
F  1.5626  -1.1280  -4.9001  0.066
H  -4.5342  2.4079  -2.8792  0.068
N  -1.2793  -9.2224  -4.4793  0.115
C  -2.9102  2.2296  5.1109  -0.270
H  -8.1281  7.4154  -4.9235  0.072
O  -1.2772  3.7533  -0.5671  0.131
H  -3.6768  3.7415  -3.6827  0.072
H  5.3605  -3.4679  0.6730  0.107
Br  -1.3871  -0.7087  4.5027  0.717
H  0.5681  -9.7535  -1.8669  0.074
Br  0.1157  1.6227  2.7866  0.759
C  -0.6294  2.0255  -2.5693  -0.297
H  3.7321  -0.0173  8.8221  0.083
H  3.0465  1.2543  1.1928  0.130
H  -3.0869  4.2271  4.3800  0.082
H  -0.1915  -3.0936  1.6740  0.092
N  -6.8180  4.2780  -4.1775  0.125
C  0.2991  -10.4496  -2.6632  -0.063
C  5.0062  -1.1802  -0.4934  -0.098
F  -2.2504  2.0514  0.5998  0.066
H  -1.8629  -1.6421  -1.3356  0.098
C  -1.0323  -5.3191  -2.3491  -0.241
N  -2.5015  1.4426  5.8978  0.027
C  -0.1633  -0.1206  1.8507  -0.549
H  4.6767  3.6954  -1.4595  0.083
C  1.8235  -0.1114  -0.0925  -0.136
C  -1.1498  -2.6183  2.1199  -0.115
O  3.0079  0.5687  -4.3111  0.184
H  2.6532  3.3654  5.9724  0.056
C  4.5692  -2.8007  1.1954  -0.091
H  4.8858  1.3260  8.6663  0.083
H  -0.0005  -5.6505  -4.1888  0.080
H  4.6829  -0.4140  -1.2762  0.071
C  3.3276  1.9587  -1.0063  -0.139
H  -0.2313  -11.2992  -2.2296  0.082
H  3.2721  -0.4072  2.6350  0.113
H  3.1386  1.6531  8.6912  0.075
H  -1.9599  -2.5761  1.3143  0.079
N  -1.5882  -4.6035  -1.5827  0.100
F  3.5568  -3.1865  -3.5029  0.100
O  2.7912  -1.1641  2.2292  0.066
H  1.6123  2.1072  0.4027  0.089
C  -1.3317  2.5068  -0.3759  -0.322
H  1.0801  3.3258  6.8001  0.083
H  3.5964  1.3569  -1.9374  0.075
H  5.1799  -2.1155  1.9045  0.109
H  -8.7929  6.6431  -6.3795  0.076
C  -1.9434  -0.5337  -1.0413  0.014
H  1.2097  -10.8072  -3.1468  0.081
H  -9.1302  5.9554  -4.7759  0.056
C  2.5467  -2.5806  -2.6829  -0.300
C  1.7143  3.9016  6.1234  -0.053
C  3.9075  0.9542  8.3571  -0.057
H  -0.9967  -7.0212  -3.6438  0.035
O  1.7062  -3.2107  -2.0222  0.147
H  0.2319  -1.5607  0.0885  0.160
H  -4.3916  3.9864  -2.0737  0.078
C  2.4581  1.3469  0.1986  -0.128
C  2.4510  -0.4812  -3.9598  -0.285
N  3.8280  0.7111  5.6835  0.111
N  0.3164  -0.3934  -2.0011  0.209
N  0.4604  4.2490  3.7686  0.042
H  5.6658  -0.7048  0.3242  0.113
C  1.6103  -0.5674  -1.6461  -0.005
H  -3.0600  2.9764  3.1169  0.054
N  -0.3996  1.6736  -1.1519  0.132
C  0.3057  -0.4354  0.3684  -0.146
H  -1.4277  -3.2994  3.0135  0.089
H  0.5456  -6.6696  -2.8397  0.078
H  -4.5187  3.2094  4.1067  0.082
H  -0.0532  -0.6498  -2.9447  0.200
F  0.4630  2.6507  -3.2667  0.078
C  -0.5765  -9.7609  -3.6692  -0.230
H  5.6962  -1.9306  -1.0516  0.112

## Properties
net charge	+1
calculated total energy	-7756.15932	Eh
frontier orbital gap	6.119	eV


DFT (ωB97M-V/def2-TZVPD) results for a 2-piece molecular cluster, C31H41F10N4O4 overall.

Last column: Löwdin charge in e.
Element x y z (Å)
F  1.3136  -1.6656  -1.9030  0.171
N  -6.1625  4.9610  -1.7066  -0.003
F  -0.3623  -3.4332  -3.1337  0.174
H  -3.4399  -2.0837  2.5747  0.150
N  -3.3197  -0.3717  1.3071  -0.006
C  2.5067  -0.1819  1.2198  -0.134
H  -2.9842  0.0785  2.1577  0.147
F  1.1232  -2.6168  -4.9600  0.197
H  -4.5779  2.0685  1.2340  0.092
H  7.6912  -5.1154  2.3355  0.107
H  2.7133  0.5633  -0.8132  0.123
C  7.6807  -3.1625  1.4511  -0.066
C  0.1967  -0.0519  0.7955  -0.171
H  -6.4468  0.6917  -0.7632  0.119
C  -5.8752  4.1402  -0.5213  -0.271
H  -5.0756  -0.3051  2.3597  0.138
H  -1.1946  1.7816  -0.3017  0.122
H  3.0929  -0.7611  1.9367  0.141
N  8.5102  0.0590  3.1311  -0.344
H  4.4984  2.0255  -1.3213  0.119
H  7.3818  -3.5184  0.4747  0.107
H  -2.0005  1.4189  -2.2086  0.115
C  -2.9844  -1.8088  1.6219  -0.070
C  -2.3616  0.0239  0.1496  -0.159
H  -3.1069  1.1028  -4.3546  0.122
C  8.2834  -1.3821  2.9072  -0.143
H  6.9828  2.3541  -1.1301  0.084
F  0.0951  -2.9220  -0.1756  0.150
C  5.1423  1.3058  -0.7939  -0.275
C  -1.0472  -0.9012  0.4344  -0.150
H  -4.2255  -2.0183  -0.7887  0.097
H  -5.3476  5.0372  -2.3018  0.064
H  -4.8034  3.8892  -0.4794  0.096
H  -5.3134  -0.8534  0.7163  0.124
H  -6.3882  5.9119  -1.4450  0.066
H  -3.3659  -2.4540  0.8394  0.120
H  2.3024  0.7981  1.6680  0.137
O  4.4389  0.7548  0.3091  -0.147
N  -4.2374  -0.5079  -3.7733  0.092
F  -0.5549  -1.3620  -5.5581  0.187
H  -1.7263  1.4242  2.4670  0.112
F  -0.7191  2.9332  1.6498  -0.018
C  -2.7179  0.6131  -2.2913  -0.035
F  -1.8046  -1.8175  -3.4830  0.144
F  1.0155  -0.5480  -4.3247  0.178
H  -7.4130  2.8517  0.3118  0.108
H  -7.2608  2.8234  -1.4604  0.111
H  7.0258  1.2705  0.2718  0.045
C  -0.7041  -1.9626  -0.6802  -0.333
C  -4.8164  -0.0942  1.3168  -0.072
C  -3.3462  0.4372  -3.5332  -0.113
C  7.8934  -1.8079  1.6511  -0.002
H  5.3852  0.5131  -1.5167  0.121
F  -1.8630  -2.5892  -1.0342  0.109
C  -4.5116  -1.3397  -2.7789  -0.112
H  -5.0426  1.6657  -1.1560  0.093
H  8.7783  -1.8781  4.9274  0.120
H  -0.0231  0.4702  1.7335  0.122
C  -2.0908  1.5492  0.2758  -0.084
C  3.3019  0.0145  -0.0622  -0.207
H  8.3911  -4.3044  4.5623  0.109
H  -5.2228  -2.1299  -2.9979  0.121
C  8.4678  -2.2534  3.9642  -0.001
C  -3.0309  -0.2309  -1.2195  -0.156
C  -1.4821  -1.7348  1.6658  -0.058
O  8.8652  0.4089  4.2362  0.088
C  6.4043  1.9734  -0.2836  -0.061
C  -0.5021  -2.1037  -3.2938  -0.309
C  -0.0076  -1.4328  -1.9822  -0.316
H  0.4188  0.7149  0.0458  0.128
H  -0.9999  -2.7024  1.7418  0.144
F  -0.2168  -0.0978  -2.0552  0.129
H  7.7651  -1.0942  0.8516  0.111
H  3.5839  -0.9573  -0.4887  0.134
C  -3.9441  -1.2588  -1.5016  -0.032
C  7.8570  -4.0587  2.4976  -0.071
C  0.3008  -1.6478  -4.5752  -0.524
H  -6.0902  4.7183  0.3795  0.109
O  8.3225  0.8091  2.1929  0.064
C  8.2498  -3.6052  3.7498  -0.063
C  -1.8676  2.1585  1.6669  -0.180
O  1.2883  -0.8959  0.9966  -0.108
H  -1.1936  -1.1779  2.5680  0.143
H  -6.1543  1.4863  1.6669  0.127
H  6.1698  2.8157  0.3711  0.085
C  -5.8626  1.5585  -0.4419  -0.204
C  -5.3222  1.3119  0.9742  -0.155
H  -2.6968  2.8125  1.9535  0.123
C  -6.7037  2.8351  -0.5216  -0.188
H  -2.9261  2.0653  -0.1982  0.104

## Properties
net charge	+1
calculated total energy	-2724.11622	Eh
frontier orbital gap	8.763	eV


no.,LUMO level (eV)
1,-5.29
2,-2.73